A 2-piece molecular cluster, C22H23N3O3S overall in a non-equilibrium geometry, computed with ωB97M-V with the def2-TZVPD basis set.

Geometry as XYZ:
```
52
Properties=species:S:1:pos:R:3
C -5.747 1.368 2.524
C -6.085 1.813 1.042
O -5.611 0.808 0.082
C -4.133 0.819 -0.160
C -3.601 -0.052 -1.019
C -2.278 -0.403 -1.334
C -1.290 0.432 -0.776
C -1.829 1.626 -0.215
C -3.127 1.708 0.177
H -3.450 2.537 0.964
H -1.170 2.121 0.101
C 0.066 0.446 -1.435
O 0.816 1.645 -1.289
N 0.450 -0.865 -1.459
C 1.899 -1.003 -1.622
C 2.609 -2.036 -2.335
C 3.947 -1.767 -1.883
N 4.103 -1.051 -0.945
N 2.678 -0.542 -0.784
C 2.615 0.242 0.363
C 3.410 1.589 0.190
C 3.195 2.305 1.219
C 2.152 2.222 2.170
C 1.509 0.963 2.355
C 1.647 0.208 1.085
C 0.937 -1.160 1.520
H 1.549 -1.845 0.988
H 0.981 -1.583 2.430
H 0.034 -1.193 1.347
C 0.474 0.941 3.468
H 0.732 0.153 3.970
H -0.430 0.763 2.885
H 0.314 1.853 3.949
H 2.123 3.183 2.988
H 3.789 3.458 1.207
H 3.920 1.553 -0.625
C 4.840 -2.522 -2.904
H 5.506 -3.425 -1.991
H 5.406 -2.120 -3.546
S 3.814 -4.066 -3.798
O 3.582 -5.071 -2.670
C 2.294 -3.115 -3.469
H 1.521 -3.577 -3.332
H 2.187 -2.286 -4.389
H -0.065 -1.602 -1.604
H -2.182 -1.069 -1.999
H -4.444 -0.896 -1.272
H -7.070 1.826 0.955
H -5.653 2.776 0.612
H -6.110 2.020 3.027
H -6.149 0.446 2.628
H -4.673 1.423 2.607
```

## Properties
lowest unoccupied orbital energy	-0.28	eV
net charge	0
energy relative to the best compared isomer or geometry (same formula, charge and spin)	2172.8	kJ/mol
F_max	17.238	eV Å⁻¹
Kohn-Sham gap	7.819	eV
DFT total energy	-44614.6920	eV

***

One molecule with the formula C22H23N3O4S, computed with ωB97M-V with the def2-TZVPD basis set.

Geometry as XYZ:
```
53
Properties=species:S:1:pos:R:3
C -0.615 -2.276 3.772
O -1.302 -1.054 3.870
C -2.668 -1.068 3.945
C -3.442 -2.214 3.821
C -4.822 -2.139 3.908
C -5.443 -0.922 4.113
C -4.674 0.224 4.229
C -3.294 0.171 4.152
C -2.478 1.425 4.319
N -1.431 1.537 3.313
C -0.121 1.543 3.699
S 0.392 1.584 5.263
N 0.820 1.540 2.715
C 0.539 1.528 1.375
C 1.544 1.507 0.413
C 1.219 1.499 -0.934
C 2.359 1.497 -1.906
O 3.450 1.946 -1.612
N 2.075 0.986 -3.125
C 3.090 0.796 -4.131
C 3.286 -0.704 -4.407
C 4.242 -0.961 -5.578
C 3.284 -1.095 -6.761
C 2.080 -1.762 -6.099
O 2.030 -1.272 -4.769
C -0.122 1.534 -1.329
C -1.119 1.558 -0.379
C -0.803 1.548 0.978
C -1.865 1.561 1.991
O -3.047 1.595 1.730
H -0.829 -2.784 2.825
H 0.443 -2.020 3.813
H -0.856 -2.941 4.607
H -2.978 -3.174 3.657
H -5.407 -3.041 3.810
H -6.518 -0.862 4.177
H -5.153 1.179 4.379
H -3.132 2.297 4.236
H -1.984 1.429 5.295
H 1.783 1.553 3.026
H 2.585 1.505 0.700
H 1.228 0.461 -3.275
H 4.013 1.243 -3.757
H 2.782 1.301 -5.053
H 3.623 -1.188 -3.481
H 4.784 -1.894 -5.424
H 4.959 -0.152 -5.699
H 3.012 -0.112 -7.146
H 3.691 -1.692 -7.573
H 2.205 -2.853 -6.077
H 1.131 -1.527 -6.585
H -0.384 1.571 -2.375
H -2.162 1.589 -0.655
```

## Properties
lowest unoccupied orbital energy	-0.08	eV
net charge	0
energy relative to the best compared isomer or geometry (same formula, charge and spin)	29.9	kJ/mol
F_max	0.825	eV Å⁻¹
Kohn-Sham gap	8.226	eV
DFT total energy	-46684.4106	eV
structure (SMILES)	COc1ccccc1Cn1c(=S)[nH]c2cc(C(=O)NC[C@@H]3CCCO3)ccc2c1=O

***

One molecule with the formula C22H23N3O4S in a non-equilibrium geometry, computed with ωB97M-V with the def2-TZVPD basis set.

Geometry as XYZ:
```
53
Properties=species:S:1:pos:R:3
C 4.291 -4.154 3.209
O 3.836 -2.958 2.628
C 2.558 -2.908 2.165
C 1.652 -3.954 2.204
C 0.366 -3.804 1.708
C -0.033 -2.595 1.158
C -1.371 -2.373 0.633
C -2.466 -3.179 0.765
S -3.851 -2.484 0.008
C -2.826 -1.116 -0.447
N -3.370 -0.080 -1.152
C -2.761 1.070 -1.609
O -3.434 1.900 -2.180
C -1.286 1.184 -1.360
C -0.729 2.486 -1.962
N -1.296 3.639 -1.283
C -1.412 3.776 0.058
C -2.205 5.003 0.460
O -0.917 3.014 0.864
C 0.786 2.468 -1.958
C 1.544 3.323 -1.173
C 2.928 3.268 -1.209
C 3.571 2.360 -2.030
C 2.821 1.505 -2.821
C 1.440 1.562 -2.787
N -1.612 -1.220 -0.061
C 0.879 -1.535 1.109
C 2.159 -1.671 1.605
O 3.098 -0.689 1.606
C 2.746 0.564 1.066
H 3.703 -4.423 4.093
H 4.273 -4.983 2.495
H 5.320 -3.961 3.509
H 1.937 -4.906 2.625
H -0.314 -4.640 1.750
H -2.556 -4.120 1.265
H -4.365 -0.136 -1.339
H -0.779 0.312 -1.770
H -1.108 1.187 -0.282
H -1.068 2.547 -3.003
H -1.840 4.261 -1.858
H -2.177 5.113 1.540
H -1.793 5.895 -0.007
H -3.239 4.886 0.140
H 1.061 4.035 -0.524
H 3.504 3.941 -0.592
H 4.649 2.318 -2.057
H 3.313 0.795 -3.470
H 0.863 0.902 -3.418
H 0.546 -0.605 0.681
H 3.629 1.190 1.182
H 1.907 1.018 1.601
H 2.496 0.489 0.003
```

## Properties
lowest unoccupied orbital energy	0.56	eV
net charge	0
energy relative to the best compared isomer or geometry (same formula, charge and spin)	110.0	kJ/mol
F_max	1.310	eV Å⁻¹
Kohn-Sham gap	8.072	eV
DFT total energy	-46683.5802	eV
structure (SMILES)	COc1ccc(-c2csc(NC(=O)C[C@@H](NC(C)=O)c3ccccc3)n2)cc1OC

***

C22H23N4OS2Zn as an isolated structure, computed with ωB97M-V with the def2-TZVPD basis set.

Geometry as XYZ:
```
53
Properties=species:S:1:pos:R:3
Zn -0.237 0.035 -0.382
C -3.303 5.263 -0.608
C -3.276 4.361 0.620
N -3.291 2.938 0.278
C -2.195 2.231 -0.032
S -2.477 0.556 -0.502
N -1.039 2.873 0.019
N 0.020 2.068 -0.229
C 1.160 2.557 -0.544
C 1.454 4.018 -0.641
C 2.205 1.539 -0.850
C 3.505 1.894 -1.164
C 4.433 0.898 -1.431
C 4.042 -0.428 -1.376
C 2.722 -0.707 -1.075
N 1.828 0.248 -0.829
H -3.363 6.310 -0.309
H -4.167 5.039 -1.236
H -2.399 5.122 -1.201
H -4.142 4.544 1.254
H -2.382 4.545 1.209
H -4.175 2.500 0.085
H 0.578 4.581 -0.336
H 1.712 4.293 -1.666
H 2.294 4.288 0.002
H 3.785 2.937 -1.202
H 5.454 1.160 -1.676
H 4.738 -1.232 -1.563
H 2.356 -1.725 -1.028
O -0.095 -1.954 -0.183
S -0.871 -2.949 -1.062
C -0.273 -4.526 -0.544
C -0.087 -5.471 -1.542
C 0.347 -6.742 -1.187
C 0.598 -7.038 0.144
C 0.419 -6.072 1.130
C -0.021 -4.804 0.793
C -2.527 -2.948 -0.432
C -3.547 -3.220 -1.333
C -4.858 -3.203 -0.880
C -5.127 -2.903 0.448
C -4.092 -2.619 1.333
C -2.779 -2.636 0.896
H -0.275 -5.218 -2.580
H 0.495 -7.494 -1.953
H 0.947 -8.026 0.418
H 0.619 -6.309 2.167
H -0.149 -4.043 1.552
H -3.320 -3.442 -2.370
H -5.668 -3.411 -1.568
H -6.152 -2.877 0.796
H -4.309 -2.377 2.365
H -1.967 -2.387 1.568
```

## Properties
lowest unoccupied orbital energy	-3.13	eV
net charge	+1
energy relative to the best compared isomer or geometry (same formula, charge and spin)	2.6	kJ/mol
F_max	0.276	eV Å⁻¹
Kohn-Sham gap	7.641	eV
DFT total energy	-101279.4433	eV

***

One molecule with the formula C22H23NO4, computed with ωB97M-V with the def2-TZVPD basis set.

Geometry as XYZ:
```
50
Properties=species:S:1:pos:R:3
C -3.097 0.856 0.375
C -3.115 0.857 -1.158
C -4.497 0.453 -1.673
C -2.736 2.256 -1.680
C -1.299 2.595 -1.388
O -0.962 3.690 -1.007
C -0.315 1.480 -1.709
C 1.055 1.698 -1.019
O 1.595 2.962 -1.296
C 0.895 1.478 0.507
O 0.143 2.066 1.251
N 1.748 0.484 0.884
C 1.887 0.054 2.251
C 1.190 -1.248 2.574
C 0.632 -2.061 1.600
C -0.002 -3.242 1.952
C -0.081 -3.624 3.278
C 0.479 -2.819 4.257
C 1.108 -1.639 3.906
C 2.445 -0.032 -0.204
C 3.380 -1.048 -0.230
C 3.940 -1.378 -1.458
C 3.577 -0.711 -2.616
C 2.632 0.310 -2.582
C 2.066 0.636 -1.372
C -0.879 0.091 -1.346
O -2.213 -0.092 -1.720
H -2.206 1.339 0.770
H -3.964 1.396 0.746
H -3.141 -0.167 0.745
H -5.237 1.198 -1.398
H -4.778 -0.505 -1.247
H -4.472 0.353 -2.754
H -3.379 3.024 -1.247
H -2.860 2.266 -2.767
H -0.161 1.528 -2.795
H 0.926 3.621 -1.032
H 2.954 -0.028 2.491
H 1.456 0.851 2.868
H 0.688 -1.784 0.558
H -0.435 -3.862 1.181
H -0.577 -4.544 3.550
H 0.422 -3.109 5.295
H 1.540 -1.009 4.671
H 3.665 -1.575 0.667
H 4.673 -2.168 -1.506
H 4.033 -0.984 -3.555
H 2.357 0.840 -3.480
H -0.318 -0.685 -1.874
H -0.761 -0.071 -0.266
```

## Properties
lowest unoccupied orbital energy	0.64	eV
net charge	0
energy relative to the best compared isomer or geometry (same formula, charge and spin)	76.9	kJ/mol
F_max	0.702	eV Å⁻¹
Kohn-Sham gap	9.194	eV
DFT total energy	-32868.4457	eV
structure (SMILES)	CC1(C)CC(=O)[C@@H]([C@@]2(O)C(=O)N(Cc3ccccc3)c3ccccc32)CO1

***

What did the fourth record say?
C22H23N4OS2Zn as an isolated structure, computed with ωB97M-V with the def2-TZVPD basis set.

Geometry as XYZ:
```
53
Properties=species:S:1:pos:R:3
Zn -0.237 0.035 -0.382
C -3.303 5.263 -0.608
C -3.276 4.361 0.620
N -3.291 2.938 0.278
C -2.195 2.231 -0.032
S -2.477 0.556 -0.502
N -1.039 2.873 0.019
N 0.020 2.068 -0.229
C 1.160 2.557 -0.544
C 1.454 4.018 -0.641
C 2.205 1.539 -0.850
C 3.505 1.894 -1.164
C 4.433 0.898 -1.431
C 4.042 -0.428 -1.376
C 2.722 -0.707 -1.075
N 1.828 0.248 -0.829
H -3.363 6.310 -0.309
H -4.167 5.039 -1.236
H -2.399 5.122 -1.201
H -4.142 4.544 1.254
H -2.382 4.545 1.209
H -4.175 2.500 0.085
H 0.578 4.581 -0.336
H 1.712 4.293 -1.666
H 2.294 4.288 0.002
H 3.785 2.937 -1.202
H 5.454 1.160 -1.676
H 4.738 -1.232 -1.563
H 2.356 -1.725 -1.028
O -0.095 -1.954 -0.183
S -0.871 -2.949 -1.062
C -0.273 -4.526 -0.544
C -0.087 -5.471 -1.542
C 0.347 -6.742 -1.187
C 0.598 -7.038 0.144
C 0.419 -6.072 1.130
C -0.021 -4.804 0.793
C -2.527 -2.948 -0.432
C -3.547 -3.220 -1.333
C -4.858 -3.203 -0.880
C -5.127 -2.903 0.448
C -4.092 -2.619 1.333
C -2.779 -2.636 0.896
H -0.275 -5.218 -2.580
H 0.495 -7.494 -1.953
H 0.947 -8.026 0.418
H 0.619 -6.309 2.167
H -0.149 -4.043 1.552
H -3.320 -3.442 -2.370
H -5.668 -3.411 -1.568
H -6.152 -2.877 0.796
H -4.309 -2.377 2.365
H -1.967 -2.387 1.568
```

## Properties
lowest unoccupied orbital energy	-3.13	eV
net charge	+1
energy relative to the best compared isomer or geometry (same formula, charge and spin)	2.6	kJ/mol
F_max	0.276	eV Å⁻¹
Kohn-Sham gap	7.641	eV
DFT total energy	-101279.4433	eV

***

What is the energy relative to the best compared isomer or geometry (same formula, charge and spin) in the fifth record? 76.9 kJ/mol